# 1
Here is C42H35F9N10SSn as an isolated structure in a non-equilibrium geometry from the Open Molecules 2025 dataset. Energies are from the ωB97M-V functional and the def2-TZVPD basis.

Positions of all 98 atoms, in Å:
Sn  10.459000  15.675801  10.973221
S  14.800063  9.597684  11.831973
F  7.014372  14.042720  8.832757
F  16.001528  13.106698  10.128139
F  17.599437  16.059179  13.465054
F  8.897274  14.048588  10.726819
F  8.330979  13.470850  7.254304
F  14.432201  15.323764  9.591897
F  10.406441  13.673341  9.209076
F  15.543319  17.586996  13.267956
F  8.671931  15.362350  8.337457
N  7.858790  16.960780  10.978092
N  9.634156  20.750892  18.668561
N  9.717879  16.655200  12.932927
N  13.420784  13.875890  11.032367
N  11.419465  12.814376  14.941274
N  10.995879  14.407235  12.620679
N  12.127800  18.772809  10.020783
N  11.569220  7.452761  14.138484
N  13.206860  16.632330  11.688235
N  6.494825  19.375235  10.693373
C  10.465556  17.068737  15.114749
C  8.291104  14.030443  8.467252
C  11.382459  12.289337  13.785020
C  13.283586  12.874595  10.053337
C  7.419231  19.219780  11.625935
C  13.495813  8.873578  14.140479
C  14.025549  11.218213  11.669886
C  11.576992  7.540302  12.830584
C  10.890086  19.402939  17.097275
C  11.081301  19.730516  9.692928
C  12.828454  18.217742  8.828899
C  14.346837  16.052940  11.832116
C  13.015682  19.061232  11.162189
C  9.734374  19.131973  16.351146
C  9.094197  13.211686  9.471054
C  12.524506  8.139270  14.767726
C  13.203038  13.369125  12.413930
C  11.905080  17.556393  7.859532
C  8.566880  19.774722  16.749792
C  8.950315  17.746478  12.950227
C  11.513521  20.944956  8.897164
C  9.734670  18.249131  15.145916
C  15.569377  16.420395  12.573973
C  13.483009  8.883985  12.736190
C  10.787701  20.207296  18.218162
C  8.571884  20.576724  17.910028
C  11.032810  14.904209  13.854278
C  12.857915  17.977350  12.254771
C  10.428677  16.235558  13.988191
C  11.392382  14.221541  14.950616
C  6.158963  18.265336  10.023385
C  13.963056  12.098392  12.672054
C  12.570709  8.110679  12.047268
C  15.876760  14.136761  10.973435
C  8.069315  18.003783  11.774899
C  14.487601  14.790201  10.879513
C  16.607369  15.636800  12.666439
C  8.946805  18.566279  14.028330
C  16.843119  14.477132  11.782953
C  6.864574  17.059723  10.158245
C  13.405791  11.584638  10.406804
C  11.658168  13.112975  12.542712
H  13.609122  17.600674  9.180601
H  10.328171  19.186673  9.116706
H  7.713618  19.613019  16.092568
H  10.649062  21.528655  8.581046
H  8.469379  19.557103  14.011588
H  13.373127  19.054591  8.334644
H  14.246880  9.461529  14.686340
H  12.605831  8.054834  15.848828
H  11.828810  18.974857  16.867230
H  7.626218  20.949407  18.271371
H  11.219363  18.240763  7.336167
H  10.582247  19.962638  10.659298
H  12.053078  20.551121  8.010056
H  11.081993  11.251829  13.756177
H  11.640189  20.434550  18.824349
H  14.491805  11.937189  13.641302
H  11.230974  12.605924  11.681317
H  6.709344  16.219275  9.510281
H  14.049832  19.128871  10.932397
H  13.485623  18.307805  13.079118
H  12.177501  21.575034  9.510484
H  5.223559  18.304096  9.372470
H  7.732263  20.087842  12.207399
H  13.178826  10.804292  9.663132
H  17.811116  13.918179  11.822652
H  12.985358  13.168832  9.059452
H  11.283334  16.816444  8.342836
H  12.498880  17.080095  7.029431
H  11.860764  17.951682  12.645073
H  12.613851  8.114755  10.978244
H  10.803780  6.969937  12.300096
H  12.634513  19.995925  11.595101
H  13.466398  14.146145  13.124222
H  11.030686  16.771760  15.973831
H  11.420477  14.625846  15.928333

Forces on the atoms, in the same order (eV/Å):
0.2012 -0.0572 -0.2839
0.3022 1.1919 -0.3064
-0.7733 0.2781 0.2372
0.2351 0.2819 0.1435
0.0710 -0.5967 -0.2908
-0.5666 -0.1905 -0.0664
0.4164 0.2988 -0.0784
-0.0840 -0.2462 0.0515
0.6341 -0.3788 -0.2990
0.0799 -0.5124 -0.1373
-0.1991 -0.6583 -0.1706
0.9438 0.0058 1.3393
0.7744 -0.0265 -0.4760
-0.0375 -0.8444 -0.3607
-0.1780 -0.1707 0.7978
-0.3248 0.8231 0.0448
-0.1787 -1.0022 -0.2367
0.8219 -0.8074 -0.5252
0.0265 0.5767 0.6019
1.0503 0.5082 0.9821
-0.7741 -0.6627 -0.3378
-0.1754 -0.0546 0.0414
0.1024 0.0114 0.1136
-0.1442 0.0987 -0.0966
-0.2738 -0.8702 0.1795
0.6489 -0.0294 -0.3408
0.2620 0.7965 -0.8924
-0.2057 -0.0502 0.2301
-0.6612 -1.6267 -1.6745
-0.9798 0.1086 0.4122
-0.3983 -0.4882 0.8729
-0.3392 2.3654 0.5062
-0.8758 0.0755 -1.0076
-2.7915 -0.5068 0.1092
0.2432 0.4688 0.0218
0.2458 0.2228 0.1405
0.3618 -0.2647 0.9145
-0.8096 -0.6209 -0.6878
0.2114 -0.4562 -1.6018
0.3969 -0.0062 -0.3041
0.2364 -0.0159 -0.7315
0.5016 -0.1954 0.0710
0.1837 -0.2766 0.0441
-2.7802 1.5109 0.1556
0.6191 -0.9975 0.6164
-0.9435 0.1872 0.1272
-0.5292 -1.2114 -0.6952
-0.3209 1.6443 0.0287
1.5346 -0.2377 -0.4131
-0.6304 1.1841 0.3225
0.6238 -1.4772 0.7811
-1.4389 0.2166 -0.5221
1.1347 -0.0628 0.6999
-0.1662 1.2159 1.1639
-1.3695 -0.5091 -0.9849
0.5540 -0.1198 1.0089
1.1519 1.1218 0.3449
2.0379 -0.7344 -0.4727
0.2893 1.6566 1.1943
1.5295 0.1323 1.4866
-0.8114 0.7541 -1.5075
0.0657 -0.3661 -1.2722
0.0028 0.3246 -0.0990
0.5624 -1.1312 0.3840
-0.0589 -0.0077 0.0338
-0.2500 0.2589 0.6580
0.0816 0.0390 -0.0550
-0.0872 -0.7965 0.0311
-0.1549 -0.3354 -0.0836
-0.4083 -0.4585 -0.2080
-0.4422 -0.0726 -0.0377
0.8262 -0.3673 -0.3843
-0.0685 0.3822 0.0535
0.2679 0.0484 0.3102
0.2006 0.2624 -0.5187
-0.2927 0.6926 0.3905
0.2471 -0.2964 -0.4252
0.4760 -0.0407 0.1663
-0.5711 0.1283 -0.8803
0.4841 -0.2357 -0.2088
-0.4283 -0.1978 -0.1763
1.0186 0.3141 -0.5508
0.1984 -0.3275 0.1760
-0.0866 -0.0851 -0.4251
1.5783 0.0977 0.7585
-0.2898 -0.1499 -0.2118
0.1809 0.4634 0.4619
-1.0488 0.6629 0.0259
0.0661 0.1948 -0.0210
-0.0411 -0.3596 0.0567
-0.5279 0.2403 0.8861
-0.7079 -0.1051 -0.2033
-0.2910 -0.3276 -0.3765
0.0540 0.2372 0.3229
0.5296 -0.0125 0.1232
0.0359 0.0824 0.0741
0.2208 -0.1148 0.3306
-0.0069 0.5888 0.6108

M   1001.6 g mol⁻¹
E_tot   -3680.12804 Ha
Largest force on an atom   3.17 eV Å⁻¹
HOMO   -7.62 eV
Gap between HOMO and LUMO   6.4355 eV
2S+1   1



# 2
Here is C19H42Br3F3N3O13S as an isolated structure in a non-equilibrium geometry from the Open Molecules 2025 dataset. Energies are from the ωB97M-V functional and the def2-TZVPD basis.

Positions of all 84 atoms, in Å:
Br  -3.082513  -5.100574  0.918805
Br  -0.542733  -0.829737  3.890244
Br  1.605914  -2.682922  2.384047
S  4.475835  -4.809243  -0.332375
F  -2.561642  0.891953  -1.436210
F  0.829211  0.400455  -3.701429
F  1.211566  -3.537149  -0.216855
O  0.199453  -1.795753  -2.191100
O  -1.318065  0.123672  -3.770547
O  1.361752  3.807028  0.599656
O  -5.933837  -4.398809  3.027523
O  -3.568135  -2.776489  3.650427
O  -1.045138  2.355402  -0.954405
O  5.521208  -0.588251  1.005355
O  3.628857  6.976075  0.583793
O  -5.669332  -4.413534  -1.853009
O  -6.750140  -1.836444  -0.700936
O  -1.811777  -4.579187  -3.153414
O  2.418710  -2.004432  -3.034116
O  1.154732  8.216082  1.711293
N  1.013381  -1.160033  -0.068738
N  3.173667  -2.369798  -0.322245
N  -0.295534  0.331214  -1.709548
C  -1.523276  -1.588921  -0.675672
C  2.042042  0.019447  0.012136
C  3.738991  -3.470829  -0.291621
C  -0.178630  -0.989463  -1.065964
C  0.678098  -1.355984  1.402494
C  -0.848372  0.668869  1.560164
C  -0.126239  4.175028  2.444912
C  2.940592  3.033354  -1.047665
C  1.775104  -2.351537  -0.622158
C  -0.353026  0.230844  -3.136563
C  3.655617  1.690366  -0.779257
C  -3.007467  -3.436496  -0.040493
C  -0.161190  -0.553561  2.075918
C  -1.312587  1.276547  -1.311220
C  1.473471  -2.422664  -2.153531
C  2.817576  0.449420  -1.203369
C  1.097081  4.685028  1.699401
C  2.723330  3.888888  0.202803
C  -1.548556  -3.056691  -0.255551
H  -2.117553  -1.505184  -1.585937
H  -5.307898  -4.975777  2.575455
H  -1.199297  -3.648505  -1.096018
H  -6.535625  -2.657763  -1.159267
H  -0.935529  -3.310980  0.602871
H  -0.279580  1.245206  0.841766
H  -1.873699  0.494844  1.249024
H  2.985931  4.925412  -0.017374
H  -3.483532  -3.589268  -1.003349
H  2.385625  -1.057262  -3.216642
H  3.360078  3.557283  1.030067
H  4.979325  0.045806  1.484046
H  1.266314  -3.464262  -2.383298
H  -3.575439  -2.661151  0.466389
H  2.219437  0.760141  -2.047843
H  3.530849  -0.289440  -1.558897
H  4.291712  7.637845  0.807767
H  1.964224  4.705180  2.360692
H  -4.265716  -2.360207  3.129961
H  -2.910078  -2.086803  3.784524
H  -0.696021  5.003296  2.856545
H  0.157470  3.488796  3.243061
H  -6.889559  -1.196347  -1.405075
H  0.477103  8.642304  2.245972
H  -5.551476  -4.285080  3.904187
H  -1.951754  -3.933728  -3.855741
H  -0.958931  1.348287  2.402097
H  0.896275  5.685338  1.319719
H  4.568258  1.655178  -1.366876
H  1.983647  8.424681  2.153101
H  3.017357  7.438458  -0.001418
H  1.546937  0.890231  0.433571
H  -5.167918  -5.166452  -2.182573
H  3.921714  1.626865  0.274652
H  4.900561  -1.155713  0.534258
H  3.535162  3.622549  -1.742708
H  -6.534420  -4.780219  -1.635240
H  -2.078819  -1.010756  0.052046
H  1.974156  2.881328  -1.527042
H  2.751717  -0.305236  0.766612
H  -1.542265  -5.375445  -3.624269
H  -0.756743  3.625377  1.750205

Forces on the atoms, in the same order (eV/Å):
-0.1601 -0.1781 0.0298
0.0759 -0.1559 0.1338
0.0825 0.1995 -0.1296
0.1852 -0.0924 0.1956
-0.3557 -0.6642 -0.0780
0.6860 -0.0286 -0.0481
-0.4150 0.5834 0.3893
0.5513 0.3532 -0.0238
-1.4105 -0.0603 -0.8806
0.2418 -0.3230 0.3657
-0.0130 -0.0029 0.0092
0.1026 0.1739 -0.1295
0.2175 0.9578 0.1630
-0.0225 -0.0482 -0.0769
0.0955 0.2279 0.0073
-0.1837 -0.0613 -0.0248
0.0790 0.0214 -0.0395
0.0785 0.0814 -0.1635
-0.1201 0.2466 -0.2265
-0.0837 0.0543 0.0426
0.9262 0.5541 1.2976
-0.5256 -0.4293 0.2770
-0.1706 -0.1013 0.9472
-0.1792 -0.1064 0.8615
0.1558 0.5734 -0.2162
-0.2415 0.6787 -0.4055
-0.6249 -0.9439 -2.2290
-0.7394 -0.2551 0.7204
0.0070 0.4682 0.7058
0.2396 -0.1533 -0.1056
0.2567 0.0379 0.5081
1.2439 -1.7310 -1.2700
0.6370 0.0315 0.4509
-0.6332 0.0732 -0.6321
0.2315 0.2082 -0.3322
0.1444 0.1003 -0.8916
0.3722 0.2807 0.0436
-0.6799 0.1455 0.4920
0.8740 0.4324 -0.1985
-0.4765 -0.2651 -0.1719
-0.3090 0.2101 -0.5187
-0.1445 -0.0075 -0.4946
0.1357 0.0642 -0.1747
0.0009 0.0795 -0.0299
0.1946 -0.1886 0.0456
0.1748 0.0943 0.0271
-0.1271 0.2745 0.2378
0.0048 -0.1988 -0.2144
-0.0504 -0.1315 -0.2106
-0.0408 -0.0470 0.1496
-0.1229 -0.1376 0.0214
-0.0181 0.0279 0.1633
0.1423 0.0064 0.0326
0.0811 -0.0184 0.0803
0.2914 -0.1633 0.1028
-0.0519 -0.2013 0.4155
-0.3082 -0.0160 0.0569
-0.1640 -0.3276 0.2347
0.0762 -0.0590 -0.0580
0.0999 0.1935 0.0227
-0.1371 -0.1709 0.0509
-0.0403 -0.0277 0.0789
-0.0573 -0.0266 0.1528
-0.0492 0.0153 0.1141
-0.0653 0.0038 0.0121
-0.0173 0.0423 -0.0592
0.0102 0.0024 0.0040
-0.0542 0.0116 0.0310
0.0687 0.1013 0.0415
0.2650 0.1395 -0.0256
0.2009 -0.0398 0.1984
0.0301 -0.1104 0.0042
-0.0832 -0.0033 0.0860
-0.4760 -0.1460 -0.1396
0.0588 0.0344 -0.0028
0.1761 -0.0669 0.0292
-0.0133 0.0549 0.0420
0.0655 -0.0639 -0.1081
0.0442 -0.0867 0.0223
0.2198 0.2263 0.1689
-0.1347 -0.0030 0.0292
-0.1065 -0.2876 0.0596
-0.0319 -0.0659 0.0900
-0.1869 0.1301 -0.1362

M   849.3 g mol⁻¹
E_tot   -10311.02638 Ha
Largest force on an atom   2.50 eV Å⁻¹
Net charge   +1
HOMO   -11.80 eV
Gap between HOMO and LUMO   8.6506 eV
2S+1   1